The following is a quantum chemistry calculation of C23H29AsF6IrN2O8P2SSi as an isolated structure, from the Open Molecules 2025 dataset.

The multiplicity is 2. The energy relative to the best compared isomer or geometry (same formula, charge and spin) is 0.0 kcal per mole. The HOMO energy (spin up / spin down) is -9.1 / -9.1 eV.

Each line ends with the Mulliken spin population.
Cartesian coordinates (Å):
1 Ir -0.2321 0.4356 -0.1947  0.6532
2 O -1.1555 -1.1247 2.9246  0.0023
3 P -0.1829 0.1215 2.9491  0.0048
4 O -0.1071 0.8051 4.2320  0.0002
5 O -0.6141 0.9636 1.7157  0.0395
6 O 1.2043 -0.5527 2.4169  0.0020
7 P 2.2861 0.3191 1.6210  -0.0084
8 O 3.4182 -0.7537 1.3398  -0.0001
9 O 2.7173 1.5297 2.3101  0.0031
10 O 1.6859 0.5047 0.1754  -0.0117
11 H -1.0711 -1.7138 3.6821  -0.0003
12 H 4.1041 -0.7226 2.0184  -0.0001
13 F -2.3146 -0.4088 -0.6160  0.0039
14 As -2.1061 -2.2349 -0.5817  0.0043
15 F -1.6714 -3.8735 -0.4469  0.0000
16 F -0.4600 -1.7292 0.0616  0.0063
17 F -1.4456 -2.1395 -2.1597  0.0011
18 F -2.7097 -2.1931 1.0116  -0.0007
19 F -3.6753 -2.4324 -1.2240  0.0001
20 O -0.0001 0.1446 -2.0334  0.2855
21 Si 0.8588 -0.3780 -3.3727  -0.0147
22 C 1.9229 1.0898 -3.8605  0.0179
23 C 2.5673 1.8487 -2.8835  0.0009
24 C 3.3900 2.9127 -3.2306  -0.0013
25 C 3.5893 3.2304 -4.5654  0.0011
26 C 2.9712 2.4770 -5.5493  0.0007
27 C 2.1456 1.4161 -5.1963  -0.0009
28 C -0.4378 -0.6695 -4.6803  0.0040
29 C -1.0347 0.4338 -5.2963  0.0030
30 C -2.0524 0.2743 -6.2251  0.0006
31 C -2.4903 -1.0004 -6.5574  0.0005
32 C -1.9135 -2.1075 -5.9530  -0.0001
33 C -0.8996 -1.9411 -5.0213  0.0002
34 C 1.9019 -1.8811 -3.0260  -0.0032
35 C 2.2840 -2.7185 -4.0720  -0.0009
36 C 3.1018 -3.8190 -3.8489  0.0001
37 C 3.5555 -4.0930 -2.5684  -0.0001
38 C 3.1994 -3.2600 -1.5204  0.0001
39 C 2.3826 -2.1607 -1.7514  0.0024
40 H 2.4451 1.6038 -1.8377  0.0010
41 H 3.8795 3.4887 -2.4549  0.0001
42 H 4.2300 4.0596 -4.8383  0.0001
43 H 3.1294 2.7129 -6.5943  0.0001
44 H 1.6678 0.8377 -5.9799  0.0002
45 H -0.6984 1.4354 -5.0484  -0.0001
46 H -2.4988 1.1424 -6.6938  0.0000
47 H -3.2813 -1.1302 -7.2853  0.0000
48 H -2.2580 -3.1031 -6.2020  0.0000
49 H -0.4728 -2.8147 -4.5436  0.0003
50 H 1.9393 -2.5159 -5.0810  0.0000
51 H 3.3822 -4.4615 -4.6740  0.0001
52 H 4.1891 -4.9523 -2.3889  0.0001
53 H 3.5562 -3.4610 -0.5183  0.0000
54 H 2.1288 -1.5131 -0.9186  0.0029
55 C -0.4998 5.5539 1.5264  0.0004
56 C -1.1346 4.2473 1.9638  0.0002
57 N -2.1142 3.7406 0.9852  -0.0011
58 C -1.8238 2.9680 -0.0416  0.0069
59 S -0.1607 2.7137 -0.5140  -0.0064
60 N -2.7740 2.3404 -0.7215  0.0012
61 C -4.1581 2.1774 -0.2857  0.0002
62 C -5.0513 3.3456 -0.6783  0.0000
63 H 0.1726 5.9091 2.3066  0.0001
64 H -1.2525 6.3220 1.3442  -0.0001
65 H 0.0855 5.4163 0.6172  0.0000
66 H -1.6821 4.3721 2.8971  0.0004
67 H -0.3911 3.4683 2.1211  -0.0023
68 H -3.0899 3.8833 1.1982  0.0000
69 H -2.4667 1.8334 -1.5392  0.0007
70 H -4.1561 2.0087 0.7946  -0.0002
71 H -4.5143 1.2547 -0.7397  0.0001
72 H -4.7188 4.2899 -0.2436  0.0000
73 H -6.0703 3.1608 -0.3402  0.0000
74 H -5.0668 3.4682 -1.7608  0.0000

---

The following is a quantum chemistry calculation of C23H29BrCdF2N3O5 as an isolated structure, from the Open Molecules 2025 dataset.

The multiplicity is 1. The energy relative to the best compared isomer or geometry (same formula, charge and spin) is 2.6 kcal per mole. The HOMO energy is -4.8 eV. The net charge is -1.

Each line ends with the natural charge from an NBO analysis.
Cartesian coordinates (Å):
1 Cd 0.5701 0.1658 0.3420  1.7172
2 C -2.2225 7.3373 0.1332  -0.5947
3 C -3.1937 6.2123 0.5177  -0.0688
4 C -3.9687 6.6278 1.7764  -0.5943
5 C -4.1964 6.0384 -0.6230  -0.6033
6 C -2.4149 4.9283 0.7953  -0.1216
7 C -2.5917 3.7583 0.0733  -0.1822
8 C -1.8653 2.6340 0.4114  -0.1687
9 Br -2.1668 1.0485 -0.6119  0.0031
10 C -0.9251 2.5594 1.4605  0.3097
11 O -0.3541 1.4426 1.7929  -0.9030
12 C -0.6886 3.7902 2.1412  -0.0077
13 C -1.4576 4.8962 1.8088  -0.1597
14 C 0.3444 3.9621 3.2716  -0.0922
15 C 1.3865 2.8422 3.3839  -0.5956
16 C -0.4027 4.0587 4.6087  -0.5957
17 C 1.1413 5.2588 3.0472  -0.5955
18 H -2.7666 8.2669 -0.0549  0.1922
19 H -1.6687 7.0707 -0.7685  0.2128
20 H -1.4972 7.5237 0.9259  0.2060
21 H -4.5309 7.5482 1.5949  0.1928
22 H -3.2965 6.8026 2.6168  0.2055
23 H -4.6709 5.8445 2.0678  0.2100
24 H -4.7350 6.9752 -0.7831  0.1998
25 H -4.9295 5.2629 -0.3946  0.2088
26 H -3.6978 5.7747 -1.5569  0.2105
27 H -3.2933 3.6948 -0.7460  0.2067
28 H -1.3000 5.8064 2.3750  0.1799
29 H 0.9436 1.8971 3.6801  0.2313
30 H 2.1238 3.1420 4.1364  0.1799
31 H 1.9070 2.6791 2.4409  0.2253
32 H -0.9655 3.1419 4.7926  0.2133
33 H -1.1060 4.8940 4.6110  0.1973
34 H 0.3041 4.2005 5.4314  0.1929
35 H 1.6556 5.2222 2.0856  0.2160
36 H 1.8915 5.3675 3.8341  0.1956
37 H 0.5177 6.1518 3.0631  0.1929
38 F 0.4051 -1.8450 0.8645  -0.9157
39 F 5.5497 -1.7546 -3.2115  -0.3068
40 C 4.7357 -0.8960 -3.8455  0.2035
41 C 4.0251 0.0096 -3.1673  0.0295
42 N 3.1933 0.9089 -3.7895  -0.4030
43 C 2.4766 1.8960 -2.9901  -0.3362
44 C 1.7089 1.2974 -1.8185  0.7477
45 O 1.2688 2.1046 -0.9816  -0.7423
46 O 1.5812 0.0462 -1.7517  -0.7965
47 C 3.0409 0.9153 -5.1569  0.7912
48 O 2.3448 1.7031 -5.7631  -0.6337
49 N 3.7744 -0.0572 -5.8174  -0.6277
50 C 4.6438 -1.0069 -5.2890  0.5967
51 O 5.2414 -1.7866 -5.9992  -0.5934
52 H 4.0635 0.0620 -2.0890  0.2522
53 H 1.7756 2.4030 -3.6491  0.2682
54 H 3.1704 2.6412 -2.5984  0.2189
55 H 3.6626 -0.0645 -6.8202  0.4258
56 C 1.8471 -2.7041 3.3985  -0.5962
57 C 2.8067 -2.5188 2.2245  -0.5171
58 C 2.8721 -1.1216 1.8016  0.3902
59 N 2.9172 -0.0231 1.4660  -0.4478
60 H 1.8289 -3.7530 3.6942  0.2023
61 H 0.8490 -2.4053 3.0824  0.2641
62 H 2.1503 -2.1058 4.2574  0.2002
63 H 2.4411 -3.0740 1.3613  0.2822
64 H 3.8205 -2.8428 2.4680  0.2271

---

The following is a quantum chemistry calculation of C23H29BrNORuS4Sb2 as an isolated structure in a non-equilibrium geometry, from the Open Molecules 2025 dataset.

The multiplicity is 2. The energy relative to the best compared isomer or geometry (same formula, charge and spin) is 73.0 kcal per mole. The HOMO energy (spin up / spin down) is -7.5 / -7.6 eV.

Each line ends with the Mulliken spin population.
Cartesian coordinates (Å):
1 Ru 0.2158 -0.1512 0.3708  0.7719
2 O 3.1333 4.1150 -1.7600  0.0008
3 C 2.1217 3.5935 -1.0382  0.0030
4 C 1.2649 4.3796 -0.2630  -0.0078
5 C 0.2248 3.7604 0.4015  0.0003
6 N 0.0484 2.4488 0.3489  -0.0013
7 C 0.9014 1.6815 -0.3089  -0.1069
8 Br 1.5411 -1.4286 -1.8401  -0.0152
9 C 1.9347 2.2103 -1.0718  -0.0245
10 H 3.1718 5.0758 -1.6687  -0.0002
11 H 1.3963 5.4522 -0.1981  -0.0008
12 H -0.4806 4.3292 0.9923  -0.0019
13 H 2.6063 1.5896 -1.6482  0.0001
14 C -2.5391 2.1581 -1.6831  0.0051
15 Sb -1.4428 0.3049 -1.7197  -0.0420
16 C -0.7101 0.3402 -3.7545  -0.0256
17 C -3.2357 -0.9332 -2.0336  -0.0048
18 C -2.8823 -2.2151 -2.6814  -0.0035
19 C -2.9126 -2.2858 -4.0717  0.0006
20 C -2.5501 -3.4354 -4.7420  -0.0001
21 C -2.1435 -4.5454 -4.0227  0.0006
22 C -2.1151 -4.4947 -2.6443  -0.0003
23 C -2.4897 -3.3470 -1.9524  0.0092
24 C -2.4877 -3.3818 -0.4721  -0.0026
25 Sb -0.6592 -2.6749 0.5062  -0.0276
26 C -1.3643 -3.4135 2.4104  -0.0174
27 C 0.6341 -4.2949 -0.0713  0.0002
28 H -3.2536 2.1549 -2.4986  -0.0003
29 H -1.8493 2.9856 -1.8109  0.0005
30 H -3.0622 2.2795 -0.7388  0.0025
31 H -1.4645 0.7754 -4.4028  -0.0002
32 H -0.4768 -0.6734 -4.0741  -0.0001
33 H 0.2043 0.9291 -3.7894  0.0007
34 H -3.8719 -0.3250 -2.6747  0.0009
35 H -3.7112 -1.0504 -1.0602  0.0005
36 H -3.2383 -1.4203 -4.6302  -0.0002
37 H -2.5775 -3.4656 -5.8195  0.0000
38 H -1.8478 -5.4481 -4.5324  0.0000
39 H -1.8174 -5.3650 -2.0780  0.0001
40 H -2.5761 -4.4088 -0.1209  -0.0024
41 H -3.2989 -2.7966 -0.0404  0.0010
42 H -1.4748 -4.4918 2.3464  -0.0014
43 H -2.3269 -2.9510 2.6117  0.0043
44 H -0.6821 -3.1665 3.2180  -0.0006
45 H 0.2641 -5.2066 0.3864  -0.0003
46 H 1.6553 -4.1029 0.2525  -0.0013
47 H 0.6309 -4.3877 -1.1549  0.0005
48 S -2.3454 0.0089 1.4752  -0.3245
49 S -2.9561 1.7456 2.1660  -0.1265
50 S -1.3161 2.4945 3.4148  0.3211
51 S 0.1596 1.2446 3.2772  0.5541
52 C 3.9907 -0.5663 3.4641  0.0274
53 C 3.0259 -1.5557 3.3864  -0.0118
54 C 2.0450 -1.4965 2.4097  0.0103
55 C 1.9911 -0.4492 1.4859  -0.0369
56 C 3.0178 0.4956 1.5421  0.0714
57 C 3.9947 0.4493 2.5243  -0.0138
58 H 4.7500 -0.6021 4.2317  0.0025
59 H 3.0145 -2.3681 4.1013  0.0006
60 H 1.3157 -2.3051 2.3864  0.0081
61 H 3.0749 1.2948 0.8153  0.0047
62 H 4.7582 1.2168 2.5478  -0.0003

---

> What is the multiplicity in the second record?

1

---

> The lowest multiplicity belongs to which entry?

C23H29BrCdF2N3O5

---

> Among the records above, which one has the highest energy relative to the best compared isomer or geometry (same formula, charge and spin)?

C23H29BrNORuS4Sb2

---

> The lowest multiplicity belongs to which entry?

C23H29BrCdF2N3O5